A structure of composition C32H68BrN3O13PS at a distorted geometry. Source: OMol25; level of theory: ωB97M-V with the def2-TZVPD basis set.

Computed properties:
Net charge: +1
Kohn-Sham gap (Ha): 0.260

XYZ file:
```
119
Properties=species:S:1:pos:R:3:lowdin_charge:R:1
C 2.15666 -2.00004 4.99106 -0.080
C 3.31416 -1.04276 5.22426 -0.243
O 3.28932 0.19821 4.52214 -0.120
C 2.08282 0.54990 3.91044 -0.221
C 2.27797 1.96352 3.34686 -0.161
O 1.10101 2.74569 3.31700 -0.098
C -0.03007 2.12062 2.77958 -0.189
C 0.12755 1.52684 1.38126 -0.132
O -0.98733 0.63466 1.15984 -0.097
C -0.66587 -0.62656 1.61738 -0.200
N -1.82432 -1.50379 1.43835 0.223
C -2.82384 -1.45775 2.24392 -0.468
N -3.92410 -2.28707 2.10680 0.151
N -2.71377 -0.50418 3.27378 -0.561
Br -2.39737 -1.31800 4.93198 0.851
P -3.96193 0.70306 3.35737 0.044
O -3.76912 1.58337 2.07114 -0.170
O -3.45451 1.65213 4.54487 -0.202
S -5.74727 0.08224 3.67937 0.329
H 2.39311 -2.92298 5.51059 0.076
H 2.08757 -2.24757 3.93532 0.074
H 1.21322 -1.64354 5.38724 0.057
H 4.21021 -1.56131 4.88944 0.106
H 3.45101 -0.89993 6.29190 0.105
H 1.24919 0.58817 4.61272 0.129
H 1.85963 -0.09882 3.06372 0.106
H 3.00057 2.45509 3.98543 0.131
H 2.73572 1.90133 2.35878 0.127
H -0.45910 1.36871 3.44645 0.105
H -0.78879 2.89386 2.70705 0.132
H 1.02704 0.93805 1.22699 0.093
H 0.04879 2.27629 0.60778 0.130
H 0.15056 -1.05420 1.03264 0.143
H -0.36737 -0.65950 2.66411 0.111
H -1.82217 -2.15406 0.64346 0.137
H -3.64827 -3.27258 2.22339 0.090
H -4.22836 -2.19460 1.13918 0.114
H -3.57485 2.50351 2.34475 0.067
H -3.92931 1.33426 5.32663 0.057
C 3.05955 -0.40763 -2.91225 -0.014
C 2.08736 0.18305 -1.92470 -0.483
O 2.05098 -0.19968 -0.77440 0.051
C 1.17433 1.26434 -2.43339 -0.001
H 3.65823 -1.17159 -2.42246 0.083
H 2.51731 -0.85884 -3.74474 0.085
H 3.71921 0.37267 -3.29450 0.088
H 0.55721 0.87928 -3.24731 0.087
H 1.76585 2.10991 -2.78814 0.064
H 0.52600 1.60173 -1.62848 0.068
C 6.17929 -2.18707 9.14600 -0.020
C 5.54171 -2.64967 7.86065 -0.502
O 4.34789 -2.82452 7.77513 0.056
C 6.46068 -2.88434 6.68748 -0.023
H 5.41223 -2.05699 9.90503 0.082
H 6.90153 -2.92748 9.49268 0.087
H 6.68994 -1.23589 8.98854 0.088
H 7.19452 -3.65224 6.93590 0.087
H 6.98209 -1.96108 6.43015 0.090
H 5.87943 -3.21481 5.83003 0.073
C -5.56302 -4.28404 4.71951 -0.015
C -4.92608 -5.46425 4.04095 -0.485
O -4.08082 -5.31200 3.17738 0.035
C -5.36696 -6.83597 4.46369 -0.015
H -5.14294 -3.37140 4.30966 0.039
H -6.64054 -4.28304 4.54955 0.096
H -5.36607 -4.31879 5.79184 0.094
H -6.43644 -6.95295 4.28470 0.092
H -5.16390 -6.98013 5.52532 0.092
H -4.82632 -7.58761 3.89352 0.085
C 4.41140 4.51599 -4.87025 -0.024
C 3.03961 4.73250 -4.29428 -0.492
O 2.69153 4.21890 -3.25257 0.043
C 2.10886 5.62400 -5.07708 -0.018
H 4.98026 3.86198 -4.21191 0.082
H 4.33530 4.05882 -5.85183 0.054
H 4.93256 5.46940 -4.96106 0.093
H 1.94565 5.20749 -6.07206 0.085
H 2.54163 6.62024 -5.17484 0.088
H 1.15549 5.69963 -4.55903 0.079
C -5.27550 5.64126 -0.02043 -0.014
C -5.19145 4.51393 0.97237 -0.478
O -4.20705 4.36298 1.66541 0.053
C -6.37739 3.58959 1.06783 -0.009
H -4.36039 6.22680 0.01425 0.085
H -5.40510 5.24055 -1.02663 0.090
H -6.12103 6.28701 0.21964 0.091
H -6.55162 3.10776 0.10470 0.094
H -7.26588 4.15541 1.35095 0.094
H -6.19130 2.82389 1.81727 0.055
C 6.24489 3.69554 -9.53169 -0.018
C 5.13586 4.61053 -9.07885 -0.489
O 4.78226 4.65024 -7.92192 0.051
C 4.48787 5.47493 -10.13006 -0.019
H 6.62258 3.13344 -8.68131 0.082
H 5.87054 2.99811 -10.28240 0.087
H 7.05912 4.28024 -9.96170 0.088
H 4.04214 4.84965 -10.90495 0.087
H 5.23127 6.13129 -10.58430 0.088
H 3.71070 6.08224 -9.67291 0.081
C -3.53813 -5.14899 -0.75154 0.000
C -2.80537 -4.02761 -1.42549 -0.456
O -2.61291 -2.94580 -0.88814 0.025
C -2.30670 -4.27927 -2.81648 -0.014
H -3.85346 -4.85938 0.24217 0.059
H -4.41877 -5.41485 -1.33820 0.099
H -2.88679 -6.01961 -0.66967 0.101
H -3.14415 -4.51385 -3.47520 0.101
H -1.60765 -5.11659 -2.81346 0.102
H -1.79729 -3.40104 -3.19576 0.059
C -2.43088 -1.43631 -5.81562 -0.016
C -1.33012 -2.39682 -6.19712 -0.496
O -0.95173 -3.26094 -5.43969 0.058
C -0.72355 -2.23024 -7.56675 -0.020
H -2.78120 -1.66035 -4.81060 0.070
H -2.05795 -0.41147 -5.84070 0.087
H -3.26551 -1.52937 -6.51170 0.089
H -0.28183 -1.23714 -7.66182 0.087
H -1.48993 -2.35513 -8.33299 0.089
H 0.05057 -2.97878 -7.71392 0.083
```

***

A structure of composition C5H8O at a distorted geometry. Source: OMol25; level of theory: ωB97M-V with the def2-TZVPD basis set.

Computed properties:
Kohn-Sham gap (alpha / beta) (Ha): 0.278 / 0.278

XYZ file:
```
14
Properties=species:S:1:pos:R:3:lowdin_charge:R:1
C 1.59410 0.53281 -0.16532 -0.030
C 0.06999 -0.02264 0.50191 -0.505
C -0.27181 -1.38140 0.33284 -0.101
C -2.31168 -0.39039 -0.10812 -0.042
O -3.29266 -0.54519 0.47412 0.060
C -0.35846 0.93161 -0.48577 -0.048
H 1.81242 -0.03935 -1.06647 0.081
H 1.83495 1.58965 -0.30544 0.067
H 2.22338 0.16638 0.64847 0.082
H 0.06875 0.35493 1.52505 0.139
H -0.04789 -2.08513 1.13084 0.052
H -0.24218 -1.79657 -0.67349 0.058
H -0.44374 1.99054 -0.26512 0.096
H -0.40003 0.63655 -1.52682 0.091
```

***

A structure of composition C8H15O5P at a distorted geometry. Source: OMol25; level of theory: ωB97M-V with the def2-TZVPD basis set.

Computed properties:
2S+1: 3
Kohn-Sham gap (alpha / beta) (Ha): 0.224 / 0.325

XYZ file:
```
29
Properties=species:S:1:pos:R:3:lowdin_charge:R:1
C 1.55457 1.91856 -0.43742 -0.349
C -0.29398 1.18330 -0.70080 -0.173
C -1.72367 1.42412 -2.71380 -0.088
C 1.71165 -1.50804 -1.67645 -0.066
C 0.27007 -0.52079 3.63045 -0.068
C -1.36726 2.00214 -1.33305 -0.239
C 1.32199 -1.95259 -0.27741 -0.276
C -0.41475 0.57742 2.83112 -0.270
O 2.54427 1.82838 -1.01942 0.271
O -1.50019 -1.24497 -0.39754 -0.240
O 0.61735 2.14719 0.30360 0.104
O 0.89705 -0.86404 0.53153 -0.229
O -1.13835 0.05386 1.72654 -0.182
P -0.60327 -0.30303 0.26070 0.490
H -2.74218 1.05043 -2.71973 0.073
H -1.06751 0.59207 -2.95376 0.063
H -1.62414 2.17603 -3.49277 0.067
H 2.51788 -0.78025 -1.64326 0.066
H 2.03249 -2.37005 -2.25442 0.081
H 0.84698 -1.05912 -2.15790 0.063
H 0.73078 -0.09206 4.51725 0.077
H -0.45766 -1.26956 3.93209 0.081
H 1.03501 -1.00088 3.02665 0.063
H -2.25760 2.03156 -0.69754 0.125
H -1.00766 3.02845 -1.43750 0.104
H 2.17242 -2.39382 0.25000 0.121
H 0.50862 -2.68178 -0.34043 0.112
H 0.32067 1.31418 2.49962 0.099
H -1.16676 1.08151 3.44795 0.122
```

***

A structure of composition C15H30ClN5O8PS2W at a distorted geometry. Source: OMol25; level of theory: ωB97M-V with the def2-TZVPD basis set.

Computed properties:
2S+1: 2
Kohn-Sham gap (alpha / beta) (Ha): 0.253 / 0.251

XYZ file:
```
63
Properties=species:S:1:pos:R:3:lowdin_charge:R:1
W -0.55049 -0.65889 -0.57200 1.277
C -0.30211 -3.11864 1.32934 -0.149
C -1.29226 -2.12878 1.93977 -0.218
N -2.06053 -1.47009 0.85910 -0.194
C -3.09633 -2.35472 0.26564 -0.157
C -3.07461 -2.28325 -1.25259 -0.180
N -1.67186 -2.23727 -1.71321 -0.150
C -1.00699 -3.56784 -1.66624 -0.152
C 0.38116 -3.46410 -1.05139 -0.174
N 0.33866 -2.55209 0.11030 -0.184
H 0.46139 -3.38353 2.06161 0.131
H -0.80809 -4.04277 1.04137 0.109
H -1.95274 -2.63781 2.64800 0.129
H -0.76796 -1.33589 2.46961 0.054
H -2.48397 -0.60887 1.23172 0.011
H -2.90572 -3.37093 0.61675 0.108
H -4.08506 -2.07094 0.62955 0.135
H -3.60959 -3.13931 -1.67704 0.129
H -3.55463 -1.36943 -1.59817 0.090
H -1.61871 -1.82388 -2.65019 0.106
H -1.64098 -4.23474 -1.07937 0.109
H -0.93709 -3.99629 -2.66783 0.131
H 0.77393 -4.44872 -0.77869 0.130
H 1.06832 -3.01811 -1.76949 0.110
H 1.29882 -2.23960 0.28527 0.075
C -0.03529 2.41997 5.50633 -0.089
C 0.21701 3.21321 4.24730 -0.302
O 0.68837 2.34511 3.19984 -0.364
P -0.31262 1.86667 2.05382 -0.090
S 0.84174 0.45591 1.10465 0.422
S -2.06173 1.31605 2.69090 0.353
O -0.49341 3.14553 1.13387 -0.330
C 0.47892 3.63114 0.19199 -0.285
C 1.69041 4.21692 0.88070 -0.079
H -0.27997 3.09925 6.32407 0.078
H 0.85707 1.85782 5.77972 0.079
H -0.86225 1.72426 5.36735 0.045
H 1.00746 3.94917 4.40100 0.117
H -0.67810 3.74112 3.91253 0.104
H -0.05467 4.38758 -0.38179 0.125
H 0.75003 2.82247 -0.48336 0.077
H 1.39796 4.98956 1.59275 0.081
H 2.34181 4.67121 0.13253 0.078
H 2.25589 3.45071 1.41346 0.066
O -3.06112 0.56967 -2.82370 -0.310
Cl -2.78901 1.34308 -1.65196 0.714
O -3.10730 2.71531 -1.81109 -0.272
O -1.28391 1.26634 -1.37015 -0.509
O -3.44575 0.77783 -0.49924 -0.352
C 4.69297 0.04652 -2.04182 -0.013
N 3.28233 0.08227 -2.40182 -0.053
C 2.89864 0.75334 -3.53564 -0.055
C 1.64604 0.72465 -3.99992 0.021
C 0.66312 -0.04910 -3.25856 -0.489
O -0.42789 -0.37730 -3.70237 0.025
N 1.02905 -0.44491 -1.96288 -0.026
C 2.35234 -0.55908 -1.60104 -0.541
O 2.71243 -1.19844 -0.61950 -0.024
H 5.28785 -0.16256 -2.92958 0.091
H 4.84279 -0.73821 -1.30701 0.087
H 5.00382 0.99846 -1.61020 0.098
H 3.69497 1.28256 -4.04238 0.130
H 1.35742 1.22244 -4.91062 0.115
```

***

The M results, record by record, are as follows: 845.8, 84.1, 222.2, 722.8 g mol⁻¹.
The DFT total energy results, record by record, are as follows: -5715.8289, -270.3681, -1031.2421, -3130.1957 hartree.